A single C5H4BrNOS2 molecule. Source: the OMol25 dataset; level of theory: ωB97M-V/def2-TZVPD.

Results
relative energy (zero: lowest compared OMol25 entry of this formula, charge and spin)	82.4	kJ/mol

Cartesian coordinates (Å):
C  -1.9943  0.2093  0.4894
C  -3.2471  0.3981  1.3001
C  -1.8191  0.4735  -2.4009
C  -0.7493  0.1744  0.8893
C  0.5201  0.0053  0.0246
N  -4.1420  0.5739  0.3331
O  -3.4088  0.3606  2.4936
S  -1.5927  0.9711  -3.8662
S  -2.8300  0.1580  -1.1239
Br  -5.9507  0.6255  0.3583
H  -0.3593  0.2190  1.9810
H  0.3940  0.5793  -0.8645
H  0.7046  -1.0100  -0.3100
H  1.4767  0.2810  0.7123

A 2-piece molecular cluster, C2H4INO2 overall. Source: the OMol25 dataset; level of theory: ωB97M-V/def2-TZVPD.

Results
relative energy (zero: lowest compared OMol25 entry of this formula, charge and spin)	316.4	kJ/mol

Cartesian coordinates (Å):
C  -0.0808  0.7254  0.1877
C  1.4032  -0.8791  -0.4015
N  -2.0615  0.7197  0.9838
O  0.5024  1.7023  -0.1390
O  0.1853  -0.5276  0.2095
I  -3.0486  -0.6023  -0.0416
H  2.2624  -0.2037  -0.1478
H  1.3887  -0.7772  -1.4787
H  1.8010  -1.8763  0.0805
H  -2.3520  1.7188  0.7471

C23H26ClCrN2O3 as an isolated structure. Source: the OMol25 dataset; level of theory: ωB97M-V/def2-TZVPD.

Results
net charge	+1
relative energy (zero: lowest compared OMol25 entry of this formula, charge and spin)	156.1	kJ/mol
<S²>	6.0236
multiplicity	5

Cartesian coordinates (Å):
Cr  -0.9340  -1.0056  0.2029
O  -1.1269  -0.7178  -6.5356
C  -0.2552  -1.7379  -6.0434
C  -0.0867  -1.4850  -4.5715
C  0.3871  -2.4770  -3.7246
C  0.2820  -2.3475  -2.3448
N  -0.2455  -1.2334  -1.7465
C  -0.6781  -0.2062  -2.6308
C  -0.5297  -0.2846  -4.0033
C  -1.2493  0.9459  -1.9277
C  -1.7566  2.0813  -2.6068
C  -2.4686  3.0187  -1.8783
C  -3.1962  4.1537  -2.5629
O  -4.6227  3.9662  -2.3324
C  -2.5149  2.8984  -0.4970
C  -2.1131  1.7464  0.1241
N  -1.4630  0.8009  -0.5633
H  -1.0044  -0.6767  -7.4866
H  0.7644  -1.7035  -6.4611
H  -0.6060  -2.7793  -6.2276
H  0.8036  -3.4061  -4.1534
H  0.6169  -3.1853  -1.7590
H  -0.7075  0.5841  -4.5781
H  -1.6058  2.1963  -3.7164
H  -2.9587  3.9899  -3.6124
H  -2.8693  5.1651  -2.1968
H  -4.9671  4.7829  -2.0427
H  -2.9927  3.6898  0.0739
H  -2.3070  1.6246  1.2163
Cl  0.8204  -1.2827  7.2970
C  0.4002  -1.5948  5.6482
C  0.9789  -2.5585  4.8280
C  0.5717  -2.6982  3.5286
C  -0.5300  -2.0058  3.0501
C  -1.1583  -2.3125  1.7540
C  -1.1019  -0.9885  3.8717
C  -0.6358  -0.7906  5.1239
H  1.7009  -3.2834  5.2353
H  1.0051  -3.4473  2.8335
H  -2.2819  -2.3487  1.8345
H  -0.8363  -3.3183  1.4842
H  -1.9595  -0.4189  3.4886
H  -1.0153  -0.0707  5.8428
C  4.4924  0.5120  2.0862
C  3.6361  1.5770  2.8439
C  2.2337  1.2920  2.3256
O  2.1385  -0.1450  2.0065
C  3.4910  -0.6430  1.7709
H  5.3742  0.1849  2.6013
H  4.8013  0.9065  1.1249
H  3.9676  2.6382  2.6102
H  3.6825  1.4159  3.9278
H  2.0274  1.8868  1.4382
H  1.3907  1.5096  2.9821
H  3.5389  -0.8654  0.6968
H  3.6725  -1.5488  2.3511

A 2-piece molecular cluster, C8H22NOSi overall. Source: the OMol25 dataset; level of theory: ωB97M-V/def2-TZVPD.

Results
net charge	+1
relative energy (zero: lowest compared OMol25 entry of this formula, charge and spin)	355.6	kJ/mol

Cartesian coordinates (Å):
C  -2.0396  2.6152  0.1268
C  -1.9740  -2.7665  0.2885
C  2.0268  -1.0674  1.7367
C  2.7604  1.3562  -0.3120
C  1.6578  -1.5364  -1.4664
C  -0.6626  1.9457  0.4977
C  -1.2794  -0.5117  0.6398
C  -0.5601  0.6078  -0.1133
N  -1.0592  0.5161  -1.5789
O  -1.1040  -1.7304  -0.0884
Si  1.8019  -0.2879  -0.0302
H  -2.1429  3.4154  0.7822
H  -2.0528  2.8463  -0.8864
H  -2.7633  1.8381  0.3244
H  -2.9939  -2.6263  0.2512
H  -1.6952  -3.1260  1.2803
H  -1.5920  -3.6694  -0.1583
H  1.6269  -2.0373  1.6087
H  3.1677  -1.0395  1.7868
H  1.3935  -0.4758  2.3404
H  3.8745  1.1341  -0.3781
H  2.5542  1.8693  -1.2918
H  2.5488  2.0330  0.6554
H  2.4191  -2.2074  -1.5594
H  0.8099  -2.1693  -1.2568
H  1.6427  -1.0155  -2.4508
H  0.0570  2.5477  0.1286
H  -0.5199  1.8203  1.5099
H  -0.9651  -0.6974  1.6058
H  -2.4356  -0.1851  0.6496
H  -2.0096  0.6111  -1.5637
H  -0.4501  1.0535  -2.1799
H  -0.9716  -0.5271  -1.9252

C33H71N4O7V as an isolated structure. Source: the OMol25 dataset; level of theory: ωB97M-V/def2-TZVPD.

Cartesian coordinates (Å):
O  -1.6601  -0.0113  -1.8114
V  -0.2516  -0.6716  -1.6579
O  -0.4336  -2.2119  -1.3114
C  2.8561  3.1998  3.2996
C  2.5365  1.8374  4.0310
C  2.5334  2.1305  5.5853
C  1.2271  2.7690  6.1083
C  0.0753  1.8333  5.6670
C  -0.0480  1.6294  4.1002
N  1.2753  1.1860  3.6119
O  1.3073  0.5863  2.3159
C  -0.6265  2.9105  3.5320
C  -1.0864  0.4048  3.9634
C  3.7768  0.7904  4.0136
H  3.8834  3.5273  3.4593
H  2.2667  4.0482  3.6473
H  2.7373  3.1130  2.2195
H  3.3734  2.7942  5.7902
H  2.7205  1.2241  6.1611
H  1.0088  3.7754  5.7511
H  1.3299  2.6936  7.1909
H  -0.8664  2.2253  6.0513
H  0.2062  0.8062  6.0075
H  -1.6653  3.0397  3.8357
H  -0.5085  2.8158  2.4526
H  -0.1277  3.8146  3.8811
H  -1.4493  0.1273  2.9738
H  -2.0372  0.5974  4.4604
H  -0.6539  -0.4974  4.3960
H  3.7425  -0.0275  4.7333
H  4.6630  1.4217  4.0791
H  3.9405  0.3164  3.0458
C  -7.4845  2.3162  0.2588
C  -8.9222  2.5278  -0.2180
C  -9.7429  2.6094  1.1544
C  -11.1187  3.1693  0.9073
C  -11.2571  4.3514  -0.0062
C  -10.4923  4.3269  -1.3445
N  -9.1940  3.6823  -1.0719
O  -8.4229  3.6402  -2.2462
C  -11.3015  3.4618  -2.3275
C  -10.2920  5.7644  -1.8296
C  -9.2881  1.2014  -1.0092
H  -7.1701  3.2647  0.6941
H  -6.8789  2.0648  -0.6119
H  -7.4334  1.5259  1.0078
H  -9.9790  1.5765  1.4102
H  -9.2344  3.1139  1.9759
H  -11.5413  3.4358  1.8760
H  -11.8359  2.3651  0.7431
H  -11.0983  5.2531  0.5852
H  -12.3343  4.4074  -0.1625
H  -11.5608  2.4869  -1.9146
H  -12.2270  4.0046  -2.5193
H  -10.7619  3.3100  -3.2623
H  -9.6747  6.2049  -1.0468
H  -9.6657  5.8229  -2.7198
H  -11.1626  6.3712  -2.0785
H  -9.5131  1.4523  -2.0457
H  -10.0783  0.5609  -0.6175
H  -8.4836  0.4659  -1.0082
H  -7.9571  4.4769  -2.1790
C  6.4349  -7.0084  -0.7536
C  6.2617  -5.6371  -0.1514
C  6.6496  -5.8316  1.3502
C  8.1498  -5.8296  1.7501
C  8.8269  -4.6498  0.9973
C  8.6621  -4.6543  -0.5010
N  7.2300  -4.6774  -0.7997
O  6.8609  -4.3544  -2.1006
C  9.2374  -3.2463  -0.8844
C  9.6568  -5.6792  -1.1224
C  4.8490  -5.0132  -0.1816
H  6.4166  -6.9652  -1.8426
H  5.8040  -7.8047  -0.3586
H  7.3727  -7.4396  -0.4034
H  6.1927  -4.9840  1.8610
H  6.1867  -6.7467  1.7196
H  8.6771  -6.7576  1.5288
H  8.1747  -5.6485  2.8247
H  9.8677  -4.6538  1.3211
H  8.4415  -3.7444  1.4663
H  10.3190  -3.2459  -1.0196
H  8.8357  -3.0650  -1.8814
H  8.9129  -2.4221  -0.2492
H  10.7058  -5.5079  -0.8807
H  9.5193  -6.7238  -0.8430
H  9.5831  -5.5755  -2.2050
H  4.3546  -4.9702  -1.1521
H  4.8659  -3.9927  0.2010
H  4.1703  -5.5360  0.4923
H  6.9390  -5.2270  -2.4932
C  -1.0614  -1.7548  -5.0304
O  0.0748  -1.0629  -4.6337
C  1.2460  -1.5452  -5.3052
C  2.4881  -0.8038  -4.8336
N  2.5668  -0.6966  -3.3443
C  3.1646  0.6329  -3.1015
C  2.3836  1.9207  -3.4855
O  1.0687  1.8695  -3.0328
C  0.4860  3.1972  -2.8822
H  -1.2400  -1.7574  -6.1056
H  -1.9526  -1.3193  -4.5784
H  -0.9393  -2.8082  -4.7784
H  1.0850  -1.5184  -6.3829
H  1.3219  -2.5732  -4.9508
H  2.4159  0.1922  -5.2706
H  3.4110  -1.2492  -5.2051
H  3.2830  -1.3402  -3.0395
H  4.0842  0.6646  -3.6857
H  3.5151  0.5983  -2.0700
H  2.5337  2.1112  -4.5482
H  2.8704  2.8087  -3.0825
H  0.7251  3.4572  -1.8510
H  -0.6015  3.2691  -2.8977
H  0.9735  3.8872  -3.5709

| no. | E_tot (eV) |
| --- | --- |
| 1 | -100495.1424 |
| 2 | -15821.0091 |
| 3 | -74331.5301 |
| 4 | -20059.0756 |
| 5 | -81340.3334 |